(1)
DFT (ωB97M-V with the def2-TZVPD basis set) results for a structure of composition C32H34N4OPdSSi.

XYZ file:
```
74
Properties=species:S:1:pos:R:3:mulliken_charge:R:1
Pd 0.172 0.195 0.206 0.25
C -0.251 -4.262 0.169 -1.06
C 0.096 -2.957 -0.206 -0.47
N -0.525 -1.904 0.285 0.62
C -1.523 -2.073 1.178 -0.15
C -1.946 -3.329 1.598 1.01
C -1.267 -4.445 1.069 -0.80
C -3.043 -3.432 2.525 -0.92
C -3.664 -2.326 2.978 -0.97
C -3.236 -1.015 2.564 1.07
C -3.850 0.168 3.018 -0.57
C -3.382 1.381 2.592 -1.03
C -2.289 1.420 1.722 -0.10
N -1.700 0.324 1.281 0.29
C -2.164 -0.889 1.685 0.23
H 0.283 -5.100 -0.257 0.49
H 0.878 -2.763 -0.930 0.74
H -1.559 -5.442 1.376 0.47
H -3.364 -4.416 2.843 0.46
H -4.499 -2.404 3.662 0.44
H -4.690 0.107 3.698 0.48
H -3.833 2.307 2.918 0.48
H -1.890 2.367 1.382 0.37
C 2.650 3.701 -4.414 -1.12
C 1.277 4.218 -4.025 -0.70
N 0.981 3.955 -2.598 0.13
C 1.297 5.037 -1.649 -0.71
C 0.148 6.015 -1.486 -1.03
C 0.473 2.800 -2.235 0.79
S 0.061 2.595 -0.521 -0.11
N 0.171 1.882 -3.121 -0.22
C 0.005 0.556 -2.952 0.10
O 0.163 -0.113 -1.884 -0.80
C -0.322 -0.208 -4.162 0.55
C -0.276 0.392 -5.423 -0.11
C -0.574 -0.350 -6.551 -0.82
C -0.927 -1.688 -6.428 -0.37
C -0.986 -2.289 -5.175 -0.75
C -0.681 -1.555 -4.046 -0.31
H 2.852 3.949 -5.455 0.39
H 2.702 2.617 -4.304 0.30
H 3.434 4.153 -3.804 0.36
H 0.494 3.757 -4.620 0.40
H 1.206 5.297 -4.151 0.42
H 2.179 5.537 -2.047 0.42
H 1.604 4.599 -0.696 0.28
H -0.109 6.477 -2.440 0.35
H 0.436 6.808 -0.797 0.41
H -0.742 5.523 -1.093 0.27
H -0.001 1.433 -5.510 0.36
H -0.535 0.113 -7.528 0.44
H -1.160 -2.265 -7.313 0.41
H -1.273 -3.328 -5.087 0.43
H -0.731 -2.009 -3.066 0.40
C 3.540 1.332 0.912 -1.07
Si 2.324 0.063 1.480 0.50
C 3.018 -1.646 1.513 -1.13
C 1.438 0.499 3.037 0.78
C 0.855 1.767 3.210 -0.34
C 0.233 2.114 4.396 -0.84
C 0.171 1.192 5.435 -0.52
C 0.735 -0.070 5.287 -0.73
C 1.353 -0.421 4.096 -0.29
H 4.424 1.275 1.556 0.39
H 3.134 2.342 0.986 0.29
H 3.858 1.153 -0.117 0.33
H 3.888 -1.659 2.179 0.42
H 3.360 -1.953 0.523 0.36
H 2.296 -2.379 1.876 0.28
H 0.923 2.507 2.417 0.32
H -0.189 3.104 4.524 0.48
H -0.309 1.461 6.367 0.45
H 0.701 -0.776 6.106 0.44
H 1.787 -1.409 3.998 0.38
```

Summary:
2S+1 = 5
highest occupied orbital energy (spin up / spin down) = -12.506 / -14.006 eV
total charge = +2
<S²> = 6.02
Kohn-Sham gap (spin up / spin down) = 6.732 / 4.847 eV



(2)
DFT (ωB97M-V with the def2-TZVPD basis set) results for a structure of composition C32H34N4OSb2Se2Te2V.

XYZ file:
```
78
Properties=species:S:1:pos:R:3:mulliken_charge:R:1
V -0.928 -0.223 -0.046 0.39
C 3.743 -0.499 1.765 -1.30
Sb 2.779 1.292 1.121 0.46
C 4.613 2.315 0.674 -1.36
C 2.650 2.146 3.100 -1.70
C 1.714 1.460 4.043 0.69
C 2.214 0.421 4.824 -0.60
C 1.417 -0.269 5.718 -0.73
C 0.090 0.103 5.872 -0.81
C -0.414 1.143 5.116 -0.44
C 0.369 1.815 4.183 0.86
C -0.261 2.887 3.353 -1.63
Sb -1.240 2.094 1.615 0.86
C -2.419 3.824 1.163 -1.38
C -2.808 1.084 2.653 -1.27
H 4.591 -0.260 2.402 0.47
H 4.097 -1.052 0.896 0.35
H 3.027 -1.118 2.304 0.34
H 5.231 2.381 1.564 0.41
H 4.423 3.312 0.291 0.38
H 5.151 1.751 -0.085 0.35
H 2.437 3.209 2.996 0.60
H 3.671 2.059 3.477 0.66
H 3.255 0.147 4.720 0.32
H 1.832 -1.078 6.298 0.41
H -0.546 -0.414 6.576 0.42
H -1.447 1.439 5.242 0.47
H 0.452 3.646 3.038 0.48
H -1.066 3.386 3.893 0.68
H -2.748 4.263 2.103 0.43
H -3.295 3.503 0.599 0.36
H -1.884 4.570 0.584 0.39
H -3.478 1.820 3.100 0.43
H -2.356 0.441 3.409 0.22
H -3.375 0.438 1.978 0.36
Se 0.184 -1.159 2.022 -0.19
Te -1.328 -3.027 2.780 -0.20
Te -1.718 -4.061 0.335 -0.20
Se -2.514 -1.927 -0.766 -0.54
C 4.809 5.401 -11.096 -0.83
O 3.496 5.619 -10.616 -0.46
C 3.101 4.918 -9.520 0.96
C 3.914 4.040 -8.810 -0.73
C 3.388 3.388 -7.700 -0.72
C 2.079 3.595 -7.288 0.28
C 1.281 4.480 -8.012 -0.51
C 1.783 5.134 -9.113 -0.57
C 1.513 2.920 -6.113 0.31
N 0.315 3.121 -5.623 -0.84
C 0.242 2.298 -4.526 1.03
C 1.407 1.591 -4.360 -0.02
N 2.226 1.992 -5.391 -0.08
C 1.616 0.636 -3.313 0.44
C 2.759 -0.157 -3.136 -0.79
C 2.789 -1.053 -2.095 -0.83
C 1.703 -1.130 -1.218 -0.68
N 0.627 -0.370 -1.359 0.50
C 0.565 0.488 -2.399 0.18
C -0.682 1.229 -2.557 0.13
N -1.649 0.973 -1.648 0.22
C -2.830 1.543 -1.818 -0.62
C -3.103 2.427 -2.864 -0.99
C -2.112 2.730 -3.767 -0.69
C -0.864 2.111 -3.625 0.18
H 4.904 6.005 -11.996 0.24
H 4.966 4.348 -11.347 0.34
H 5.552 5.723 -10.361 0.34
H 4.937 3.858 -9.096 0.41
H 4.051 2.723 -7.168 0.22
H 0.262 4.647 -7.695 0.49
H 1.175 5.821 -9.681 0.43
H 3.158 1.680 -5.588 0.17
H 3.600 -0.076 -3.812 0.41
H 3.644 -1.693 -1.931 0.49
H 1.686 -1.799 -0.360 0.55
H -3.589 1.284 -1.085 0.57
H -4.089 2.861 -2.944 0.45
H -2.276 3.415 -4.584 0.59
```

Summary:
2S+1 = 4
highest occupied orbital energy (spin up / spin down) = -6.109 / -6.267 eV
total charge = 0
<S²> = 3.78
Kohn-Sham gap (spin up / spin down) = 5.480 / 5.460 eV



(3)
DFT (ωB97M-V with the def2-TZVPD basis set) results for a structure of composition C32H34N7O2RuS3 in a non-equilibrium geometry.

XYZ file:
```
79
Properties=species:S:1:pos:R:3:mulliken_charge:R:1
Ru -0.453 -0.750 -0.321 -2.11
C 2.348 -2.234 -2.314 0.25
C 3.147 -2.252 -1.015 -1.23
C 2.577 -1.302 0.032 -0.71
N 1.245 -1.674 0.538 0.99
C 1.198 -2.368 1.674 1.37
C 2.307 -2.909 2.371 -1.06
C 2.284 -3.842 3.402 -0.80
C 1.251 -4.567 3.971 -0.45
C -0.116 -4.501 3.706 -0.52
C -0.766 -3.571 2.951 -0.89
C -0.178 -2.435 2.271 1.05
N -0.497 -1.011 2.642 0.27
C -1.326 -0.295 3.574 -0.97
C -1.595 1.012 2.800 -0.78
C -0.342 1.553 2.101 -1.36
N -0.044 1.094 0.726 0.93
C 0.874 1.830 0.091 0.43
C 1.684 2.779 0.772 -0.83
C 2.554 3.755 0.343 -0.61
C 2.845 4.200 -0.941 -0.87
C 2.333 3.624 -2.093 -0.66
C 1.597 2.471 -2.256 -1.12
C 1.087 1.515 -1.343 0.98
N 0.644 0.329 -1.707 1.64
C 0.991 -0.193 -3.032 -1.62
C 2.373 -0.858 -3.006 -1.14
H 1.314 -2.478 -2.061 -0.50
H 2.686 -3.020 -2.992 0.53
H 4.183 -1.943 -1.199 0.46
H 3.190 -3.259 -0.593 0.48
H 2.488 -0.289 -0.356 -0.17
H 3.280 -1.241 0.862 0.62
H 3.297 -2.588 2.076 0.36
H 3.263 -4.089 3.801 0.34
H 1.553 -5.301 4.710 0.35
H -0.726 -5.260 4.184 0.39
H -1.845 -3.636 2.863 0.40
H -0.767 -0.118 4.495 0.46
H -2.266 -0.805 3.813 0.38
H -1.949 1.770 3.504 0.56
H -2.385 0.853 2.068 0.06
H 0.514 1.358 2.759 0.23
H -0.446 2.641 2.047 0.92
H 1.628 2.702 1.850 0.43
H 3.060 4.282 1.145 0.36
H 3.504 5.051 -1.046 0.37
H 2.575 4.125 -3.024 0.38
H 1.374 2.256 -3.292 0.23
H 0.953 0.586 -3.794 0.60
H 0.225 -0.914 -3.329 0.48
H 3.046 -0.178 -2.476 0.41
H 2.769 -0.942 -4.019 0.52
S -2.530 -1.447 0.696 -0.42
C -1.045 -1.513 1.487 0.71
N -3.003 5.110 1.189 -0.59
C -2.956 4.069 0.276 0.90
C -3.850 2.997 0.377 -0.76
C -3.822 1.977 -0.550 -0.23
C -2.908 2.018 -1.590 -0.69
C -2.037 3.083 -1.715 -0.27
C -2.055 4.103 -0.788 -0.78
S -2.830 0.690 -2.745 1.19
O -4.161 0.207 -3.022 -0.74
O -2.036 1.106 -3.873 -0.73
N -2.017 -0.432 -1.870 0.19
C -1.825 -1.675 -2.293 0.06
S -2.586 -2.683 -3.468 -0.16
C -1.676 -4.032 -2.839 -0.62
C -0.880 -3.643 -1.806 -0.85
N -0.938 -2.309 -1.559 0.84
H -3.421 4.891 2.079 0.23
H -2.157 5.650 1.274 0.24
H -4.565 2.972 1.190 0.34
H -4.510 1.145 -0.476 0.49
H -1.351 3.103 -2.549 0.56
H -1.370 4.937 -0.884 0.36
H -1.789 -5.015 -3.257 0.47
H -0.225 -4.274 -1.218 0.41
```

Summary:
2S+1 = 2
highest occupied orbital energy (spin up / spin down) = -6.742 / -6.728 eV
total charge = 0
<S²> = 0.83
Kohn-Sham gap (spin up / spin down) = 6.691 / 4.727 eV



| no. | E (eV) |
| --- | --- |
| 1 | -63921.6882 |
| 2 | -225788.4465 |
| 3 | -83346.2251 |